# 1
DFT (the ωB97M-V functional and the def2-TZVPD basis) results for C28H33MnN5O6SSeSi as an isolated structure.

Structure (XYZ):
```
76
Properties=species:S:1:pos:R:3:mulliken_charge:R:1
Mn 0.309 0.753 -0.115 1.117
C 2.763 0.189 -2.239 -1.582
C 3.212 0.428 -0.832 0.689
C 4.595 0.529 -0.564 -0.996
C 5.037 0.731 0.705 -1.109
C 4.110 0.764 1.771 1.069
C 4.502 0.881 3.123 -0.981
C 3.562 0.820 4.113 -0.778
C 2.207 0.621 3.792 -0.621
C 1.796 0.528 2.487 1.054
S 0.106 0.228 2.086 -0.731
C 2.751 0.630 1.448 -0.517
N 2.325 0.527 0.143 1.342
H 3.551 -0.322 -2.792 0.613
H 2.542 1.140 -2.719 0.236
H 1.851 -0.407 -2.264 0.002
H 5.284 0.459 -1.394 0.548
H 6.094 0.834 0.918 0.419
H 5.552 1.006 3.352 0.432
H 3.855 0.907 5.150 0.409
H 1.473 0.534 4.583 0.477
N -0.848 -0.226 -2.773 -0.210
C -2.268 -0.140 -2.478 -0.144
C -3.098 0.754 -3.422 -0.929
C -2.609 2.199 -3.591 -1.232
C -2.509 3.031 -2.315 0.568
N -3.795 3.130 -1.626 -0.009
C -3.940 3.042 -0.309 0.576
N -5.200 2.809 0.165 -0.592
N -2.943 3.245 0.522 -0.190
C -2.555 0.235 -1.019 0.416
O -3.723 0.299 -0.656 -0.768
O -1.568 0.484 -0.228 -0.006
H -0.430 0.694 -2.883 0.083
H -0.690 -0.761 -3.617 0.291
H -2.683 -1.149 -2.559 0.496
H -4.128 0.737 -3.060 0.334
H -3.109 0.278 -4.407 0.506
H -3.265 2.705 -4.307 0.431
H -1.614 2.210 -4.041 0.368
H -2.115 4.023 -2.529 0.471
H -1.800 2.561 -1.635 -1.069
H -4.634 3.020 -2.172 0.320
H -5.671 2.073 -0.342 0.251
H -5.245 2.646 1.159 0.259
H -1.946 3.380 0.247 0.240
H -3.065 2.935 1.471 0.243
O 2.270 3.642 -0.502 -0.664
Se 0.755 3.494 -1.018 0.982
O -0.296 3.303 0.253 -0.927
O 0.593 1.900 -1.658 -0.662
O 0.256 4.514 -2.152 -0.682
C -3.841 -3.750 0.995 -0.460
C -3.081 -3.982 -0.141 -0.659
C -1.848 -3.361 -0.287 -0.372
C -1.346 -2.503 0.696 0.417
C -2.128 -2.280 1.831 -0.084
C -3.360 -2.897 1.980 -0.786
Si 0.323 -1.750 0.334 0.759
C 1.786 -2.473 1.245 0.289
C 2.952 -2.743 0.526 -0.421
C 4.092 -3.218 1.161 -0.695
C 4.075 -3.446 2.529 -0.529
C 2.916 -3.207 3.256 -0.671
C 1.785 -2.721 2.619 -0.152
H -4.805 -4.226 1.113 0.389
H -3.448 -4.644 -0.916 0.406
H -1.268 -3.546 -1.184 0.381
H -1.779 -1.611 2.608 0.338
H -3.951 -2.708 2.867 0.412
H 0.607 -2.063 -1.092 -0.410
H 2.970 -2.575 -0.546 0.380
H 4.990 -3.410 0.588 0.428
H 4.962 -3.816 3.028 0.406
H 2.899 -3.393 4.323 0.404
H 0.891 -2.518 3.198 0.388
```

LUMO energy (alpha / beta) ... -0.597 / -0.394 eV
<S²> ... 3.984
Spin multiplicity ... 4
Relative energy (zero: lowest compared OMol25 entry of this formula, charge and spin) ... 79.0 kJ/mol
Total charge ... 0

# 2
DFT (the ωB97M-V functional and the def2-TZVPD basis) results for C40H47N6OPtS2 as an isolated structure.

Structure (XYZ):
```
97
Properties=species:S:1:pos:R:3:mulliken_charge:R:1
Pt 1.701 0.834 -0.800 3.715
C -3.466 1.094 4.162 -1.632
C -2.614 -0.113 3.728 1.979
C -2.716 -1.219 4.791 -1.765
C -3.175 -0.677 2.427 -1.709
C -1.158 0.340 3.598 -0.131
C -0.505 0.779 4.767 -0.442
C 0.823 1.116 4.772 -1.384
C 1.513 1.057 3.564 1.301
S 3.215 1.284 3.363 -0.367
C 3.041 0.989 1.710 0.839
N 1.810 0.785 1.279 1.116
C 0.882 0.734 2.360 -1.452
C -0.465 0.339 2.394 0.146
C 4.124 0.879 0.760 0.916
C 5.472 0.927 1.110 -0.427
C 6.441 0.729 0.146 -1.138
C 6.057 0.484 -1.164 -0.938
C 4.710 0.457 -1.523 -0.413
C 3.735 0.659 -0.563 -0.628
H -4.524 0.840 4.104 0.455
H -3.287 1.963 3.523 0.255
H -3.256 1.387 5.191 0.419
H -3.765 -1.452 4.974 0.473
H -2.275 -0.927 5.743 0.389
H -2.217 -2.131 4.456 0.397
H -4.173 -1.078 2.606 0.648
H -2.552 -1.490 2.064 0.279
H -3.268 0.072 1.641 0.092
H -1.050 0.818 5.700 0.537
H 1.329 1.396 5.686 0.473
H -0.948 0.018 1.488 0.282
H 5.757 1.110 2.139 0.528
H 7.488 0.759 0.411 0.468
H 6.809 0.321 -1.925 0.519
H 4.487 0.307 -2.560 0.178
C 0.026 0.700 -3.304 -1.166
N 1.462 0.831 -2.923 -0.425
C 2.127 -0.291 -3.645 -0.822
C 1.981 2.150 -3.387 -0.784
C 1.539 3.233 -2.427 -0.710
N 2.070 2.955 -1.059 -0.614
C 3.494 3.417 -1.025 -1.294
C 1.380 3.784 -0.035 -0.870
H -0.030 0.610 -4.389 0.467
H -0.539 1.575 -3.009 0.441
H -0.401 -0.190 -2.851 0.265
H 2.010 -0.134 -4.719 0.487
H 1.648 -1.226 -3.373 0.391
H 3.175 -0.346 -3.418 0.135
H 1.603 2.361 -4.390 0.649
H 3.067 2.087 -3.455 0.350
H 0.455 3.290 -2.370 0.315
H 1.898 4.206 -2.771 0.595
H 3.500 4.480 -1.269 0.505
H 4.107 2.884 -1.741 0.476
H 3.908 3.284 -0.031 0.461
H 1.643 4.832 -0.182 0.493
H 1.699 3.475 0.956 0.353
H 0.310 3.686 -0.126 0.129
N -3.862 -8.294 -0.433 -0.385
C -3.096 -7.441 -0.469 -0.166
C -2.144 -6.364 -0.499 0.468
C -2.567 -5.066 -0.226 -1.024
C -1.656 -4.026 -0.243 0.230
C -0.329 -4.285 -0.536 1.330
C 0.103 -5.570 -0.823 -0.743
C -0.808 -6.614 -0.797 -1.001
N 0.624 -3.201 -0.553 0.356
C 1.986 -3.336 -0.430 -0.656
C 2.521 -2.102 -0.554 -0.761
N 1.488 -1.201 -0.756 -0.106
C 0.353 -1.898 -0.714 -0.100
H -3.606 -4.879 0.007 0.488
H -1.989 -3.029 -0.007 0.042
H 1.131 -5.774 -1.087 0.383
H -0.483 -7.621 -1.016 0.491
H 2.466 -4.283 -0.265 0.455
H 3.555 -1.813 -0.536 0.553
H -0.628 -1.489 -0.867 0.395
C -2.185 2.882 0.628 -1.346
S -1.548 2.177 -0.896 0.400
O -0.564 1.049 -0.490 -1.144
C -3.007 1.378 -1.506 0.767
C -3.897 2.170 -2.222 -0.876
C -5.078 1.599 -2.670 -0.831
C -5.345 0.260 -2.414 -0.684
C -4.438 -0.519 -1.705 -0.998
C -3.257 0.039 -1.241 0.498
H -2.955 2.241 1.042 0.456
H -2.602 3.858 0.379 0.637
H -1.355 2.985 1.325 0.389
H -3.680 3.211 -2.432 0.522
H -5.787 2.198 -3.225 0.459
H -6.266 -0.181 -2.771 0.447
H -4.657 -1.559 -1.507 0.594
H -2.552 -0.544 -0.664 -0.348
```

LUMO energy ... -8.888 eV
Relative energy (zero: lowest compared OMol25 entry of this formula, charge and spin) ... 0.0 kJ/mol
Total charge ... +3

Here are the calculated DFT total energy numbers, same order: -164688.169 -78124.236 (eV).
Here are the calculated max |F| numbers, same order: 0.75 0.54 (eV/A).